{"formula": "C33H64Cl2N4O8S2", "method": "ωB97M-V/def2-TZVPD", "charge": -1, "energy_ev": -104310.7629, "relative_energy_kj_mol": 0.00, "s2": 3.76, "spin_multiplicity": 4, "lumo_ev": [1.780, 1.605], "species": ["C", "C", "Cl", "C", "Cl", "S", "O", "O", "N", "S", "O", "O", "C", "C", "C", "O", "H", "H", "H", "H", "H", "H", "H", "H", "H", "H", "C", "C", "C", "C", "C", "C", "N", "O", "C", "C", "C", "H", "H", "H", "H", "H", "H", "H", "H", "H", "H", "H", "H", "H", "H", "H", "H", "H", "H", "C", "C", "C", "C", "C", "C", "N", "O", "C", "C", "C", "H", "H", "H", "H", "H", "H", "H", "H", "H", "H", "H", "H", "H", "H", "H", "H", "H", "H", "C", "C", "C", "C", "C", "C", "N", "O", "C", "C", "C", "H", "H", "H", "H", "H", "H", "H", "H", "H", "H", "H", "H", "H", "H", "H", "H", "H", "H"], "positions_angstrom": [[-3.9650, 0.1998, 0.3533], [-2.8920, -0.0122, -0.6552], [-1.3250, -0.2960, 0.0300], [-3.0517, -0.0053, -1.9690], [-1.7089, -0.2629, -3.0111], [-4.6291, 0.2304, -2.8595], [-4.2175, 0.4002, -4.2251], [-5.4120, -0.9509, -2.5532], [-5.1691, 1.5598, -2.2055], [-6.7499, 1.7997, -2.0613], [-7.4707, 1.5224, -3.2750], [-6.9119, 3.1175, -1.4769], [-7.3278, 0.6831, -0.7843], [-8.8525, 0.4284, -0.7673], [-9.2024, -0.8873, -1.4440], [-9.6426, 1.4508, -1.3554], [-4.9010, 0.4570, -0.1290], [-3.7046, 1.0258, 1.0225], [-4.1007, -0.7005, 0.9594], [-7.0208, 1.1375, 0.1591], [-6.8065, -0.2636, -0.9283], [-9.1235, 0.3565, 0.2978], [-8.6409, -0.9873, -2.3760], [-8.9195, -1.7174, -0.7919], [-10.2694, -0.9351, -1.6645], [-9.3898, 2.3010, -0.9689], [4.2677, -5.2602, -3.4022], [2.7595, -5.3671, -3.0610], [1.9032, -5.6161, -4.3130], [1.6378, -4.3842, -5.1760], [1.1029, -3.2375, -4.3212], [2.0286, -2.9022, -3.1532], [2.2860, -4.1413, -2.3439], [1.3044, -4.4041, -1.5567], [3.3236, -2.2763, -3.6933], [1.3858, -1.8495, -2.2611], [2.6135, -6.5751, -2.1415], [4.6503, -4.2480, -3.3445], [4.8563, -5.8391, -2.6896], [4.4800, -5.6443, -4.4011], [0.9370, -6.0174, -3.9922], [2.3822, -6.4001, -4.9042], [2.5449, -4.0850, -5.7093], [0.9036, -4.6371, -5.9434], [0.9633, -2.3388, -4.9253], [0.1168, -3.5083, -3.9323], [4.0353, -2.0929, -2.8855], [3.0826, -1.3144, -4.1463], [3.8149, -2.8672, -4.4633], [0.4010, -2.1483, -1.9140], [1.2699, -0.9263, -2.8282], [2.0089, -1.6368, -1.3906], [3.1081, -6.4002, -1.1856], [3.0864, -7.4308, -2.6279], [1.5724, -6.8219, -1.9483], [7.2009, 2.6044, -2.3390], [6.4414, 1.8040, -1.2512], [7.0747, 1.9789, 0.1377], [8.3353, 1.1544, 0.3891], [8.0905, -0.3115, 0.0403], [7.5929, -0.4940, -1.3923], [6.3712, 0.3505, -1.6086], [5.3297, -0.2098, -1.1060], [8.7283, -0.1559, -2.3715], [7.2235, -1.9502, -1.6506], [5.0285, 2.3760, -1.2024], [7.7938, 1.9823, -2.9994], [6.4933, 3.1254, -2.9836], [7.8623, 3.3508, -1.8971], [6.3320, 1.6965, 0.8901], [7.2774, 3.0410, 0.2884], [9.1806, 1.5556, -0.1770], [8.6102, 1.2349, 1.4426], [9.0042, -0.8965, 0.1697], [7.3505, -0.7241, 0.7328], [8.3782, -0.2018, -3.4038], [9.5215, -0.8944, -2.2514], [9.1798, 0.8180, -2.2028], [6.4937, -2.3194, -0.9342], [8.1226, -2.5624, -1.5702], [6.8114, -2.0736, -2.6533], [4.4911, 2.1725, -2.1285], [5.1049, 3.4573, -1.0752], [4.4476, 1.9740, -0.3761], [-4.0222, 4.9675, 4.5949], [-4.9096, 4.0372, 5.4595], [-4.6089, 4.1865, 6.9593], [-3.3519, 3.4681, 7.4471], [-3.3608, 2.0091, 6.9959], [-3.5210, 1.8732, 5.4835], [-4.7503, 2.6085, 5.0435], [-5.8117, 1.9221, 5.2792], [-2.2461, 2.3754, 4.7864], [-3.6574, 0.4095, 5.0852], [-6.3509, 4.4726, 5.2187], [-3.2413, 4.4429, 4.0575], [-4.6244, 5.4566, 3.8299], [-3.5516, 5.7446, 5.1989], [-5.4617, 3.7919, 7.5208], [-4.5532, 5.2520, 7.1916], [-2.4527, 3.9797, 7.0931], [-3.3164, 3.5106, 8.5378], [-2.4378, 1.5077, 7.2961], [-4.1823, 1.4848, 7.4942], [-2.3730, 2.3594, 3.7030], [-1.4264, 1.7009, 5.0354], [-1.9268, 3.3714, 5.0826], [-4.4791, -0.0819, 5.6012], [-2.7390, -0.1209, 5.3378], [-3.8217, 0.3140, 4.0114], [-6.6518, 4.2750, 4.1901], [-6.4140, 5.5472, 5.3996], [-7.0503, 3.9706, 5.8833]], "forces_ev_per_angstrom": [[-0.138, 0.051, 0.229], [-0.334, 0.068, 0.170], [0.176, -0.030, 0.230], [0.041, 0.177, -0.317], [0.082, -0.066, -0.209], [0.221, -0.006, -0.247], [-0.142, -0.027, 0.022], [-0.002, 0.011, 0.094], [-0.235, -0.200, 0.295], [0.032, 0.530, -0.096], [0.106, -0.219, -0.058], [-0.063, -0.078, -0.055], [-0.202, -0.174, 0.075], [-0.036, -0.025, 0.236], [0.229, 0.101, -0.207], [-0.046, 0.158, 0.253], [0.117, -0.084, 0.003], [0.075, -0.081, -0.047], [0.042, 0.039, -0.036], [0.123, 0.030, -0.111], [-0.020, 0.017, 0.035], [-0.035, -0.072, -0.078], [-0.112, 0.046, -0.008], [-0.055, 0.009, -0.056], [0.021, -0.004, 0.103], [0.115, -0.132, -0.221], [0.034, 0.174, 0.091], [0.840, -0.243, -0.113], [-0.286, 0.120, -0.129], [0.073, 0.009, 0.076], [-0.142, -0.309, -0.121], [0.569, 0.731, -0.168], [-1.136, -0.369, -0.462], [0.289, 0.114, 0.336], [0.177, -0.096, 0.024], [-0.164, -0.091, 0.233], [-0.189, -0.055, 0.096], [-0.039, 0.012, -0.029], [-0.043, -0.063, -0.009], [-0.028, -0.015, -0.007], [0.008, 0.059, 0.095], [0.020, -0.031, 0.027], [0.022, 0.027, 0.044], [0.020, -0.015, -0.022], [0.017, 0.034, 0.017], [0.034, -0.003, 0.083], [-0.020, 0.021, 0.015], [-0.075, 0.022, 0.056], [-0.033, -0.017, -0.012], [0.025, -0.046, 0.017], [0.030, 0.003, -0.042], [0.036, -0.036, -0.020], [0.014, 0.022, -0.013], [0.037, 0.011, -0.017], [0.000, 0.058, 0.031], [0.036, -0.165, -0.125], [0.171, 0.693, -0.577], [0.074, -0.215, 0.268], [-0.042, 0.018, -0.104], [-0.056, 0.148, 0.268], [0.595, -0.193, -0.632], [-0.117, -0.125, 1.292], [-0.175, -0.088, -0.434], [-0.043, 0.112, -0.035], [-0.168, -0.105, 0.121], [-0.151, -0.098, 0.119], [0.020, -0.015, 0.046], [-0.038, 0.031, 0.057], [-0.012, 0.002, 0.031], [-0.045, -0.066, -0.071], [-0.028, 0.026, -0.019], [-0.016, -0.025, -0.050], [0.021, 0.028, -0.001], [0.011, -0.015, -0.033], [-0.070, 0.000, -0.076], [-0.011, -0.001, 0.001], [-0.042, -0.058, 0.013], [-0.009, 0.005, 0.020], [-0.033, 0.048, -0.023], [0.036, 0.027, -0.016], [-0.007, 0.020, -0.001], [0.023, -0.002, -0.013], [0.027, 0.017, -0.027], [0.004, -0.053, -0.034], [0.080, -0.144, -0.114], [0.242, 0.739, -0.492], [0.042, -0.226, 0.267], [-0.025, 0.018, -0.098], [-0.140, 0.162, 0.258], [0.865, -0.104, -0.488], [-0.452, -0.268, 1.207], [-0.025, -0.025, -0.419], [-0.018, 0.118, -0.087], [-0.276, -0.212, 0.075], [-0.172, -0.120, 0.081], [0.006, -0.014, 0.047], [-0.051, 0.019, 0.043], [-0.019, -0.002, 0.029], [-0.021, -0.068, -0.083], [-0.023, 0.024, -0.024], [-0.005, -0.025, -0.054], [0.016, 0.033, 0.004], [0.021, -0.012, -0.036], [-0.053, 0.003, -0.087], [0.019, 0.007, -0.004], [-0.043, -0.071, 0.000], [-0.067, 0.008, 0.037], [-0.047, 0.076, -0.032], [0.067, 0.074, -0.006], [-0.010, 0.018, -0.003], [0.031, 0.002, -0.009], [0.031, 0.021, -0.021], [0.020, -0.050, -0.031]], "lowdin_charge": [-0.1109, -0.7795, 0.6557, -0.7373, 0.6885, 0.4732, -0.3568, -0.3356, -0.3331, 0.5115, -0.3076, -0.3521, -0.2147, -0.4576, -0.0467, -0.0550, 0.0259, 0.0795, 0.0885, 0.0972, 0.0724, 0.1298, 0.0850, 0.0805, 0.0774, 0.0886, -0.0184, -0.4763, -0.1402, -0.1725, -0.1313, -0.4847, -0.0934, -0.0155, -0.0395, -0.0620, -0.0568, 0.0461, 0.0759, 0.0856, 0.1219, 0.1165, 0.1031, 0.1118, 0.1263, 0.1300, 0.0761, 0.0911, 0.0618, 0.0495, 0.0742, 0.0940, 0.0895, 0.0883, 0.0775, -0.0169, -0.4756, -0.1383, -0.1733, -0.1373, -0.4941, -0.0915, -0.0246, -0.0430, -0.0429, -0.0477, 0.0514, 0.0797, 0.0868, 0.1225, 0.1192, 0.1044, 0.1113, 0.1228, 0.1271, 0.0927, 0.0869, 0.0622, 0.0820, 0.0863, 0.0865, 0.0936, 0.0922, 0.0803, -0.0142, -0.4765, -0.1406, -0.1747, -0.1386, -0.4947, -0.0932, -0.0199, -0.0388, -0.0376, -0.0515, 0.0538, 0.0817, 0.0862, 0.1202, 0.1177, 0.1043, 0.1095, 0.1224, 0.1251, 0.0921, 0.0884, 0.0638, 0.0799, 0.0878, 0.0873, 0.0948, 0.0904, 0.0767]}